Entry from the OMol25 dataset: one molecule with the formula C6H4FN3S (ωB97M-V with the def2-TZVPD basis set).

Properties
ΔE to the lowest compared entry with this formula, charge and spin in kcal per mole: 2.01
Kohn-Sham gap in eV: 7.79
Structure (SMILES): N#C[C@H](F)n1cccnc1=S

Positions of all 15 atoms, in Å:
C1 1.17169 1.81459 0.69402
C2 -1.83568 -0.25701 0.08360
C3 -0.83289 0.34202 -0.56038
C4 -1.44839 -1.40209 0.75150
C5 0.68449 -1.43282 -0.09430
C6 1.51215 1.02348 -0.45059
N1 0.98865 2.58356 1.50565
N2 0.50325 -0.08704 -0.56519
N3 -0.33319 -2.02004 0.58754
F1 1.34238 1.87088 -1.54886
S1 1.85929 -2.49282 -0.45151
H1 -2.96756 0.06451 -0.04954
H2 -1.08860 1.28239 -0.94954
H3 -2.04682 -1.78731 1.47978
H4 2.49120 0.49770 -0.43221

These are the Mulliken partial charges, in e, on atoms 1 to 8: 0.2539 -0.2958 -0.1938 -0.1479 0.0074 0.1243 -0.3300 0.0869